a:
Formula: C4H12
Source: the Open Molecules 2025 dataset
Level of theory: ωB97M-V/def2-TZVPD

Properties
- charge = -1
- frontier orbital gap (alpha / beta) (Eh) = 0.1022 / 0.4072
- spin multiplicity = 2
- HOMO (alpha / beta) (eV) = 1.5 / -6.7

Geometry (Å):
C: 0.5075 0.3658 -1.1318
C: 0.0319 1.3865 -2.2568
H: 0.5177 -0.6961 -1.3577
H: 1.4850 0.6999 -0.8181
H: -0.2890 0.3691 -0.4222
H: -0.7736 0.8545 -2.7907
H: 0.9074 1.3857 -2.9585
H: -0.3479 2.4275 -2.1344
C: 0.4583 -1.1264 1.9373
C: -0.9520 -0.5864 1.4879
H: 0.7586 -0.7259 3.1465
H: 0.4776 -2.2068 2.0026
H: 1.2582 -0.8358 1.2827
H: -1.5679 -1.3966 1.0475
H: -0.7751 0.1634 0.7391
H: -1.6968 -0.0783 2.2266

Mulliken atomic charge list, values in e, 5 entries: -1.085 -1.877 0.290 0.874 -0.247

=====

b:
Formula: C4H12
Source: the Open Molecules 2025 dataset
Level of theory: ωB97M-V/def2-TZVPD

Properties
- charge = -1
- frontier orbital gap (alpha / beta) (Eh) = 0.1025 / 0.4414
- spin multiplicity = 2
- HOMO (alpha / beta) (eV) = 1.5 / -7.5

Geometry (Å):
C: 1.5362 0.1779 -1.2370
C: 2.3694 1.4025 -0.6185
H: 1.8347 0.0792 -2.2955
H: 1.8467 -0.7322 -0.6627
H: 0.4473 0.3141 -1.0978
H: 3.1380 1.1107 -0.0144
H: 2.7910 1.8862 -1.5601
H: 1.7171 2.0669 -0.0599
C: -1.2624 -0.9757 0.5792
C: -2.5494 -0.5840 1.2685
H: -0.5652 -0.1242 0.5612
H: -0.9713 -1.9960 1.0578
H: -1.5711 -1.2377 -0.4864
H: -3.0469 -1.3945 1.6819
H: -3.3797 -0.0387 0.7537
H: -2.3343 0.0454 2.1299

Mulliken atomic charge list, values in e, 5 entries: -0.817 -1.808 0.977 0.271 -0.426

=====

c:
Formula: C4H12
Source: the Open Molecules 2025 dataset
Level of theory: ωB97M-V/def2-TZVPD

Properties
- charge = -1
- frontier orbital gap (alpha / beta) (Eh) = 0.1032 / 0.4398
- spin multiplicity = 2
- HOMO (alpha / beta) (eV) = 1.6 / -7.5

Geometry (Å):
C: 1.9850 0.0537 1.9719
C: 0.5457 0.5084 1.8539
H: 2.1926 -0.6978 1.2059
H: 2.7298 0.8257 2.1152
H: 2.0148 -0.6364 2.8306
H: -0.0484 0.0472 1.0766
H: 0.4194 1.6035 1.8258
H: -0.0427 0.4711 2.7870
C: -0.8231 -0.9144 -1.8729
C: -1.7104 0.3355 -2.0036
H: 0.2282 -0.6795 -2.0411
H: -0.9182 -1.3215 -0.8650
H: -1.1223 -1.7159 -2.5487
H: -2.6955 0.0718 -2.3582
H: -1.7703 0.8444 -1.0406
H: -1.2752 1.0550 -2.7019

Mulliken atomic charge list, values in e, 5 entries: -1.543 -0.133 0.659 0.396 0.354

=====

Order from most stable to least stable according to the calculation: c, b, a